(1)
C18H32N10O5PbS2 | the ωB97M-V functional and the def2-TZVPD basis

Geometry (Å):
Pb -0.700 0.404 -0.205
O -0.749 1.275 -2.625
N -1.460 2.387 -2.799
C -1.169 3.146 -3.882
C -1.826 4.314 -4.141
C -2.817 4.734 -3.253
C -3.105 3.957 -2.160
C -2.433 2.750 -1.923
S -2.918 1.751 -0.598
H -0.393 2.740 -4.513
H -1.563 4.885 -5.019
H -3.352 5.659 -3.419
H -3.864 4.249 -1.449
N -1.067 0.538 2.236
C -2.331 -0.080 2.678
C -2.298 -0.546 4.157
C -2.226 -2.035 4.517
C -1.011 -2.844 4.056
N -1.039 -3.249 2.652
C -1.924 -4.083 2.121
N -2.634 -4.907 2.897
N -2.040 -4.139 0.792
C -2.805 -1.164 1.686
O -3.765 -1.848 2.010
O -2.145 -1.285 0.585
H -0.256 0.108 2.669
H -1.023 1.530 2.452
H -3.092 0.699 2.597
H -3.194 -0.165 4.648
H -1.464 -0.025 4.638
H -3.137 -2.524 4.173
H -2.232 -2.085 5.608
H -0.911 -3.741 4.674
H -0.077 -2.298 4.197
H -0.437 -2.776 1.993
H -2.564 -4.852 3.897
H -3.449 -5.360 2.523
H -1.921 -3.242 0.317
H -2.766 -4.723 0.412
N 1.956 0.498 0.991
C 2.357 1.229 -0.213
C 3.852 1.514 -0.340
C 4.672 0.346 -0.893
C 4.603 0.176 -2.413
N 3.384 -0.449 -2.934
C 2.269 0.162 -3.327
N 2.174 1.489 -3.388
N 1.215 -0.571 -3.707
C 1.470 2.485 -0.425
O 1.874 3.358 -1.180
O 0.322 2.466 0.165
H 2.159 1.056 1.814
H 2.466 -0.377 1.072
H 2.067 0.569 -1.037
H 4.230 1.802 0.645
H 3.992 2.391 -0.975
H 4.407 -0.600 -0.408
H 5.725 0.517 -0.659
H 5.425 -0.452 -2.755
H 4.743 1.138 -2.910
H 3.330 -1.454 -2.868
H 2.854 2.066 -2.920
H 1.233 1.853 -3.320
H 1.147 -1.501 -3.319
H 0.326 -0.077 -3.726
S 2.109 -3.005 0.925
C 1.219 -2.190 -0.151
N 0.580 -1.592 -0.944

For the highest occupied orbital energy (alpha / beta), the calculation gives -10.15 / -10.91 eV. Its max |F| is 0.006 Eh/bohr. Its lowest unoccupied orbital energy (alpha / beta) is -2.00 / -4.85 eV. The calculation puts the HOMO-LUMO gap (alpha / beta) at 8.1 / 6.1 eV. As for the spin multiplicity: 2. The net charge is +1. The energy above the lowest of the compared OMol25 structures with the same formula, charge and spin is 0.284 eV.

Want to see where the charge sits? The Mulliken charges in e are: atom 1 (Pb): 1.84, atom 2 (O): -0.85, atom 3 (N): 0.49, atom 4 (C): -0.16, atom 5 (C): -0.97, atom 6 (C): -0.22, atom 7 (C): -0.91, atom 8 (C): 0.91, atom 9 (S): -0.58, atom 10 (H): 0.61, atom 11 (H): 0.42, atom 12 (H): 0.40, atom 13 (H): 0.44, atom 14 (N): -0.43, atom 15 (C): 0.30, atom 16 (C): -1.26, atom 17 (C): -0.40, atom 18 (C): -1.30, atom 19 (N): 0.33, atom 20 (C): 0.61, atom 21 (N): -0.40, atom 22 (N): -0.34, atom 23 (C): 0.38, atom 24 (O): -0.70, atom 25 (O): -0.78, atom 26 (H): 0.17, atom 27 (H): 0.32, atom 28 (H): 0.40, atom 29 (H): 0.35, atom 30 (H): 0.41, atom 31 (H): 0.41, atom 32 (H): 0.44, atom 33 (H): 0.40, atom 34 (H): 0.44, atom 35 (H): -0.19, atom 36 (H): 0.21, atom 37 (H): 0.22, atom 38 (H): 0.15, atom 39 (H): 0.27, atom 40 (N): -0.20, atom 41 (C): 0.68, atom 42 (C): -1.15, atom 43 (C): -0.30, atom 44 (C): -1.03, atom 45 (N): -0.03, atom 46 (C): 0.16, atom 47 (N): -0.32, atom 48 (N): -0.41, atom 49 (C): 0.32, atom 50 (O): -0.71, atom 51 (O): -0.70, atom 52 (H): 0.37, atom 53 (H): 0.13, atom 54 (H): -0.25, atom 55 (H): 0.44, atom 56 (H): 0.42, atom 57 (H): 0.23, atom 58 (H): 0.43, atom 59 (H): 0.44, atom 60 (H): 0.38, atom 61 (H): 0.28, atom 62 (H): 0.24, atom 63 (H): 0.16, atom 64 (H): 0.27, atom 65 (H): 0.33, atom 66 (S): -0.39, atom 67 (C): 0.31, atom 68 (N): -0.53



(2)
C3H9N3O | the ωB97M-V functional and the def2-TZVPD basis

Geometry (Å):
C -0.150 1.563 0.615
C -1.286 -0.514 -1.385
N -0.513 -0.853 -0.203
C 0.584 -0.360 0.160
N 0.709 2.017 1.565
O 0.247 -2.591 -0.859
N 1.743 -0.417 0.585
H -0.084 -3.212 -0.197
H 2.173 -1.322 0.393
H 0.547 1.680 2.505
H 1.692 1.953 1.320
H -1.183 1.458 0.920
H 0.018 1.937 -0.388
H -1.999 0.284 -1.148
H -0.639 -0.231 -2.215
H -1.858 -1.392 -1.668

For the highest occupied orbital energy (alpha / beta), the calculation gives -8.48 / -7.43 eV. Its max |F| is 0.044 Eh/bohr. Its lowest unoccupied orbital energy (alpha / beta) is -0.12 / 0.01 eV. The calculation puts the HOMO-LUMO gap (alpha / beta) at 8.4 / 7.4 eV. The net charge is 0. The energy above the lowest of the compared OMol25 structures with the same formula, charge and spin is 5.809 eV.

Want to see where the charge sits? The Mulliken charges in e are: atom 1 (C): -0.70, atom 2 (C): -0.72, atom 3 (N): -0.24, atom 4 (C): 0.71, atom 5 (N): -0.43, atom 6 (O): -0.66, atom 7 (N): -0.67, atom 8 (H): 0.27, atom 9 (H): 0.28, atom 10 (H): 0.26, atom 11 (H): 0.28, atom 12 (H): 0.32, atom 13 (H): 0.40, atom 14 (H): 0.34, atom 15 (H): 0.31, atom 16 (H): 0.27



(3)
C2H2ClNO2 | the ωB97M-V functional and the def2-TZVPD basis

Geometry (Å):
C -1.498 -0.719 -1.201
C 1.314 0.818 0.461
N 1.713 0.798 1.556
O -0.322 -0.877 -1.436
O 2.037 1.100 2.676
Cl -2.049 -0.796 0.363
H 1.139 0.345 -0.424
H -2.335 -0.670 -1.996

For the highest occupied orbital energy, the calculation gives -9.91 eV. Its max |F| is 0.060 Eh/bohr. Its lowest unoccupied orbital energy is 0.08 eV. The calculation puts the HOMO-LUMO gap at 10.0 eV. The net charge is 0. The energy above the lowest of the compared OMol25 structures with the same formula, charge and spin is 3.414 eV.

Want to see where the charge sits? The Mulliken charges in e are: atom 1 (C): 0.19, atom 2 (C): -0.38, atom 3 (N): 0.50, atom 4 (O): -0.41, atom 5 (O): -0.59, atom 6 (Cl): -0.08, atom 7 (H): 0.48, atom 8 (H): 0.30



(4)
C11H12N2O2 | the ωB97M-V functional and the def2-TZVPD basis

Geometry (Å):
C 2.033 -0.348 0.121
C 3.560 -0.247 0.112
C 1.354 0.409 -1.002
C 0.072 0.999 -0.470
C -0.467 2.195 -0.105
C -1.013 0.050 -0.492
C -2.151 0.727 0.103
C -1.134 -1.440 -0.654
C -3.449 0.198 0.466
C -2.319 -1.987 -0.167
C -3.532 -1.145 0.176
H 2.252 0.390 1.953
H 1.827 -1.018 1.920
H 1.931 -1.366 -0.115
H 1.236 -0.219 -1.952
H 1.884 1.302 -1.377
H 0.028 3.115 0.185
H -2.216 2.727 0.858
H -0.313 -2.098 -0.808
H -4.517 0.665 0.779
H -2.521 -3.029 -0.261
H -4.522 -1.629 0.120
H 3.666 0.458 -1.521
N 1.583 -0.120 1.444
N -1.680 1.953 0.450
O 4.142 -0.741 1.067
O 4.266 0.199 -0.828

For the highest occupied orbital energy, the calculation gives -8.05 eV. Its max |F| is 0.106 Eh/bohr. Its lowest unoccupied orbital energy is 0.50 eV. The calculation puts the HOMO-LUMO gap at 8.6 eV. The net charge is 0. The energy above the lowest of the compared OMol25 structures with the same formula, charge and spin is 3.339 eV.

Want to see where the charge sits? The Mulliken charges in e are: atom 1 (C): 0.74, atom 2 (C): 0.22, atom 3 (C): -1.47, atom 4 (C): 0.52, atom 5 (C): -0.69, atom 6 (C): 0.59, atom 7 (C): 0.07, atom 8 (C): -0.49, atom 9 (C): -0.83, atom 10 (C): -0.80, atom 11 (C): -0.30, atom 12 (H): 0.28, atom 13 (H): 0.31, atom 14 (H): 0.26, atom 15 (H): 0.40, atom 16 (H): 0.75, atom 17 (H): 0.34, atom 18 (H): 0.24, atom 19 (H): 0.33, atom 20 (H): 0.17, atom 21 (H): 0.35, atom 22 (H): 0.36, atom 23 (H): 0.36, atom 24 (N): -0.62, atom 25 (N): 0.01, atom 26 (O): -0.64, atom 27 (O): -0.45



(5)
C37H47FN2O6PReS2 | the ωB97M-V functional and the def2-TZVPD basis

Geometry (Å):
Re 0.863 -1.616 0.799
O 2.774 -0.822 0.270
S 3.840 -1.363 -0.678
C 5.146 -0.127 -0.608
C 4.786 1.318 -0.920
C 4.230 2.078 0.284
C 3.931 3.536 -0.041
S 2.308 3.753 -0.858
O 1.977 2.431 -1.474
C 1.326 3.869 0.632
C 1.151 5.116 1.217
C 0.388 5.222 2.370
C -0.202 4.088 2.915
C -0.031 2.850 2.311
C 0.736 2.732 1.160
C 3.262 -1.158 -2.346
C 3.919 -1.880 -3.333
C 3.485 -1.769 -4.645
C 2.393 -0.964 -4.946
C 1.737 -0.263 -3.942
C 2.169 -0.356 -2.627
H 5.893 -0.524 -1.301
H 5.549 -0.239 0.402
H 4.087 1.373 -1.755
H 5.708 1.804 -1.251
H 4.969 2.065 1.089
H 3.339 1.577 0.666
H 4.670 3.958 -0.726
H 3.908 4.156 0.854
H 1.600 5.996 0.771
H 0.246 6.187 2.836
H -0.799 4.172 3.814
H -0.491 1.972 2.743
H 0.881 1.776 0.670
H 4.753 -2.525 -3.082
H 3.993 -2.315 -5.429
H 2.054 -0.881 -5.971
H 0.893 0.370 -4.183
H 1.675 0.191 -1.835
C -6.549 0.171 -0.467
C -5.690 0.764 0.641
C -5.869 2.263 0.826
C -5.416 3.014 -0.418
C -4.028 2.590 -0.821
C -3.236 3.411 -1.589
C -1.947 3.021 -1.946
F -1.221 3.863 -2.693
C -1.407 1.836 -1.543
C -2.188 0.983 -0.752
C -1.622 -0.264 -0.271
O -0.429 -0.575 -0.600
C -2.454 -1.079 0.524
C -3.743 -0.672 0.780
N -4.259 0.480 0.370
C -3.498 1.351 -0.404
C -2.074 -2.442 1.028
O -2.947 -3.238 1.310
O -0.805 -2.715 1.115
H -7.600 0.392 -0.282
H -6.430 -0.912 -0.508
H -6.277 0.577 -1.442
H -5.912 0.260 1.582
H -5.286 2.588 1.690
H -6.917 2.468 1.043
H -5.427 4.089 -0.239
H -6.109 2.831 -1.243
H -3.602 4.375 -1.919
H -0.387 1.571 -1.787
H -4.394 -1.329 1.345
C -0.565 -1.278 4.129
C 0.896 -1.638 3.847
C 1.098 -3.146 4.007
C 1.812 -0.880 4.808
N 1.254 -1.253 2.486
H -0.801 -1.453 5.180
H -1.237 -1.887 3.525
H -0.744 -0.225 3.908
H 0.883 -3.450 5.033
H 2.131 -3.414 3.778
H 0.434 -3.693 3.336
H 1.582 -1.133 5.845
H 1.692 0.197 4.677
H 2.855 -1.131 4.611
C -1.060 -3.379 -2.256
P 0.496 -3.995 -1.610
C 0.131 -5.390 -0.552
C 1.450 -4.577 -3.009
O 1.295 -2.918 -0.894
H -1.437 -4.049 -3.029
H -0.891 -2.388 -2.679
H -1.797 -3.313 -1.456
H -0.403 -6.163 -1.106
H -0.484 -5.041 0.279
H 1.062 -5.801 -0.163
H 0.913 -5.359 -3.547
H 2.402 -4.970 -2.654
H 1.643 -3.737 -3.677

For the highest occupied orbital energy (alpha / beta), the calculation gives -8.77 / -10.93 eV. Its max |F| is 0.009 Eh/bohr. Its lowest unoccupied orbital energy (alpha / beta) is -2.59 / -2.72 eV. The calculation puts the HOMO-LUMO gap (alpha / beta) at 6.2 / 8.2 eV. As for the spin multiplicity: 4. The net charge is +1. The energy above the lowest of the compared OMol25 structures with the same formula, charge and spin is 0.202 eV.

Want to see where the charge sits? The Mulliken charges in e are: atom 1 (Re): 1.58, atom 2 (O): -0.46, atom 3 (S): 0.12, atom 4 (C): -1.05, atom 5 (C): -0.49, atom 6 (C): -0.38, atom 7 (C): -0.92, atom 8 (S): -0.09, atom 9 (O): -0.19, atom 10 (C): 0.52, atom 11 (C): -0.52, atom 12 (C): -0.54, atom 13 (C): -0.78, atom 14 (C): -0.52, atom 15 (C): -0.11, atom 16 (C): 0.91, atom 17 (C): -0.84, atom 18 (C): -0.89, atom 19 (C): -0.68, atom 20 (C): -1.24, atom 21 (C): 0.52, atom 22 (H): 0.57, atom 23 (H): 0.58, atom 24 (H): 0.18, atom 25 (H): 0.49, atom 26 (H): 0.61, atom 27 (H): -0.12, atom 28 (H): 0.52, atom 29 (H): 0.49, atom 30 (H): 0.47, atom 31 (H): 0.40, atom 32 (H): 0.45, atom 33 (H): 0.53, atom 34 (H): 0.12, atom 35 (H): 0.49, atom 36 (H): 0.42, atom 37 (H): 0.42, atom 38 (H): 0.58, atom 39 (H): 0.25, atom 40 (C): -1.35, atom 41 (C): -0.34, atom 42 (C): -1.08, atom 43 (C): -1.23, atom 44 (C): 0.65, atom 45 (C): -0.65, atom 46 (C): -0.46, atom 47 (F): -0.39, atom 48 (C): -0.01, atom 49 (C): 0.43, atom 50 (C): 0.44, atom 51 (O): -0.97, atom 52 (C): -0.06, atom 53 (C): -0.17, atom 54 (N): 0.13, atom 55 (C): -0.17, atom 56 (C): 0.14, atom 57 (O): -0.75, atom 58 (O): -0.21, atom 59 (H): 0.40, atom 60 (H): 0.40, atom 61 (H): 0.35, atom 62 (H): 0.55, atom 63 (H): 0.37, atom 64 (H): 0.43, atom 65 (H): 0.50, atom 66 (H): 0.37, atom 67 (H): 0.56, atom 68 (H): 0.58, atom 69 (H): 0.62, atom 70 (C): -1.18, atom 71 (C): 1.62, atom 72 (C): -1.64, atom 73 (C): -1.75, atom 74 (N): 0.37, atom 75 (H): 0.51, atom 76 (H): 0.21, atom 77 (H): 0.12, atom 78 (H): 0.45, atom 79 (H): 0.35, atom 80 (H): 0.25, atom 81 (H): 0.40, atom 82 (H): 0.35, atom 83 (H): 0.38, atom 84 (C): -1.04, atom 85 (P): 1.39, atom 86 (C): -1.34, atom 87 (C): -1.06, atom 88 (O): -0.89, atom 89 (H): 0.58, atom 90 (H): 0.14, atom 91 (H): 0.23, atom 92 (H): 0.42, atom 93 (H): 0.29, atom 94 (H): 0.34, atom 95 (H): 0.44, atom 96 (H): 0.35, atom 97 (H): 0.23



(6)
C19H36NO3 | the ωB97M-V functional and the def2-TZVPD basis

Geometry (Å):
C -1.168 -1.291 3.679
C -1.266 -1.476 2.171
C -0.633 -2.766 1.671
C -1.028 -3.043 0.216
C -0.033 -4.007 -0.433
C -0.351 -4.330 -1.881
N -0.032 -3.246 -2.845
C -0.687 -3.245 -4.004
C -0.472 -2.298 -4.936
C 0.453 -1.324 -4.701
C 1.155 -1.343 -3.526
O 2.095 -0.438 -3.194
C 3.212 -0.317 -4.103
C 3.627 1.162 -4.240
C 3.267 2.012 -3.028
C 4.012 1.582 -1.762
C 0.883 -2.310 -2.613
H -1.523 -0.288 3.907
H -1.796 -1.982 4.234
H -0.134 -1.345 4.009
H -0.774 -0.639 1.676
H -2.320 -1.418 1.894
H -0.926 -3.597 2.307
H 0.452 -2.653 1.704
H -1.146 -2.118 -0.347
H -1.976 -3.577 0.256
H 0.986 -3.652 -0.296
H -0.086 -4.941 0.121
H 0.149 -5.254 -2.159
H -1.418 -4.510 -1.958
H -1.408 -4.020 -4.189
H -1.033 -2.340 -5.853
H 0.655 -0.537 -5.409
H 2.982 -0.736 -5.080
H 4.063 -0.877 -3.724
H 3.210 1.588 -5.146
H 4.712 1.166 -4.312
H 3.599 3.023 -3.258
H 2.197 2.086 -2.873
H 3.590 2.044 -0.878
H 5.051 1.893 -1.840
H 3.965 0.504 -1.649
H 1.409 -2.306 -1.676
C -0.802 3.085 2.809
O -1.521 2.518 3.888
C -1.447 3.301 5.074
C -2.719 4.084 5.306
O -2.891 5.098 4.326
C -3.851 4.765 3.340
H -1.040 2.510 1.914
H -1.083 4.128 2.642
H 0.277 3.022 2.990
H -0.586 3.973 5.041
H -1.303 2.608 5.909
H -2.653 4.581 6.278
H -3.583 3.413 5.327
H -4.860 4.775 3.767
H -3.653 3.785 2.899
H -3.797 5.521 2.558

For the highest occupied orbital energy, the calculation gives -10.74 eV. Its max |F| is 0.027 Eh/bohr. Its lowest unoccupied orbital energy is -4.08 eV. The calculation puts the HOMO-LUMO gap at 6.7 eV. The net charge is +1. The energy above the lowest of the compared OMol25 structures with the same formula, charge and spin is 2.358 eV.

Want to see where the charge sits? The Mulliken charges in e are: atom 1 (C): -1.22, atom 2 (C): -0.44, atom 3 (C): -0.77, atom 4 (C): -0.37, atom 5 (C): -1.00, atom 6 (C): -0.72, atom 7 (N): 0.24, atom 8 (C): -0.08, atom 9 (C): -0.87, atom 10 (C): 0.20, atom 11 (C): -0.74, atom 12 (O): -0.31, atom 13 (C): -0.66, atom 14 (C): -0.70, atom 15 (C): -0.44, atom 16 (C): -1.11, atom 17 (C): 0.15, atom 18 (H): 0.22, atom 19 (H): 0.38, atom 20 (H): 0.35, atom 21 (H): 0.31, atom 22 (H): 0.32, atom 23 (H): 0.37, atom 24 (H): 0.41, atom 25 (H): 0.42, atom 26 (H): 0.25, atom 27 (H): 0.41, atom 28 (H): 0.46, atom 29 (H): 0.27, atom 30 (H): 0.51, atom 31 (H): 0.41, atom 32 (H): 0.43, atom 33 (H): 0.61, atom 34 (H): 0.60, atom 35 (H): 0.32, atom 36 (H): 0.30, atom 37 (H): 0.34, atom 38 (H): 0.39, atom 39 (H): 0.30, atom 40 (H): 0.30, atom 41 (H): 0.36, atom 42 (H): 0.27, atom 43 (H): 0.53, atom 44 (C): -0.83, atom 45 (O): -0.25, atom 46 (C): -0.51, atom 47 (C): -0.55, atom 48 (O): -0.37, atom 49 (C): -0.65, atom 50 (H): 0.23, atom 51 (H): 0.38, atom 52 (H): 0.32, atom 53 (H): 0.34, atom 54 (H): 0.38, atom 55 (H): 0.38, atom 56 (H): 0.32, atom 57 (H): 0.33, atom 58 (H): 0.24, atom 59 (H): 0.24



Sequential calculated total energy output: -71239.2117; -9769.7304; -20210.1979; -18674.6618; -90201.2904; -27911.7956 eV